(1)
{"formula": "C3H3LiO4Rb", "method": "ωB97M-V with the def2-TZVPD basis set", "energy_ha": -448.70590, "s2": 0.753, "homo_energy_ev": [-6.6, -7.2], "relative_energy_kj_mol": 0.0, "multiplicity": 2, "species": ["H", "O", "O", "C", "C", "H", "H", "O", "C", "O", "Rb", "Li"], "xyz": [[3.599, 3.502, -0.830], [2.554, 1.863, -0.039], [0.523, 3.369, -1.037], [2.741, 3.197, -0.172], [1.570, 3.934, -0.751], [2.959, 3.751, 0.779], [1.665, 5.035, -0.878], [-2.419, -0.844, -0.116], [-1.565, -0.023, -0.431], [-0.319, -0.074, -0.329], [-1.143, -3.461, 0.989], [0.884, 1.387, -0.610]]}

***

(2)
{"formula": "ClH4NSi", "method": "ωB97M-V with the def2-TZVPD basis set", "energy_ha": -806.78196, "homo_energy_ev": -10.3, "relative_energy_kj_mol": 305.7, "multiplicity": 1, "species": ["N", "Si", "Cl", "H", "H", "H", "H"], "xyz": [[-0.581, -0.015, -0.513], [0.626, -0.948, 0.004], [-0.748, 2.509, 0.872], [-0.654, 1.322, 0.374], [-0.868, 0.047, -1.491], [1.711, -1.831, -0.640], [0.514, -1.083, 1.394]]}

***

(3)
{"formula": "CH7NS", "method": "ωB97M-V with the def2-TZVPD basis set", "energy_ha": -495.19265, "homo_energy_ev": -9.2, "relative_energy_kj_mol": 90.5, "multiplicity": 1, "species": ["S", "H", "C", "N", "H", "H", "H", "H", "H", "H"], "xyz": [[-0.601, -1.905, -4.367], [-1.319, -2.918, -3.979], [0.457, 1.442, 4.828], [0.830, 2.568, 4.002], [0.182, 1.698, 5.846], [-0.294, 0.853, 4.281], [1.182, 0.594, 4.837], [-1.028, -1.357, -5.527], [1.773, 2.887, 4.202], [0.798, 2.271, 3.034]]}

***

(4)
{"formula": "C31H34IN4O10P", "method": "ωB97M-V with the def2-TZVPD basis set", "energy_ha": -2811.76996, "homo_energy_ev": -8.2, "relative_energy_kj_mol": 80.9, "multiplicity": 1, "species": ["C", "C", "C", "C", "P", "I", "C", "O", "C", "C", "O", "H", "H", "H", "H", "H", "H", "H", "H", "H", "H", "H", "H", "H", "H", "C", "C", "C", "C", "C", "C", "N", "O", "O", "H", "H", "H", "H", "H", "C", "C", "C", "C", "C", "C", "N", "O", "O", "H", "H", "H", "H", "H", "C", "C", "C", "C", "C", "C", "N", "O", "O", "H", "H", "H", "H", "H", "C", "C", "C", "C", "C", "C", "N", "O", "O", "H", "H", "H", "H", "H"], "xyz": [[1.271, -2.161, -5.152], [1.110, -0.903, -4.314], [2.363, -0.371, -3.594], [3.422, -1.401, -3.203], [3.214, -2.201, -1.544], [0.832, -2.695, -1.193], [3.683, -0.791, -0.423], [3.619, -1.030, 0.976], [3.849, -2.258, 1.415], [2.947, -2.675, 2.556], [4.672, -2.991, 1.062], [1.759, -1.953, -6.084], [1.816, -2.947, -4.664], [0.294, -2.552, -5.351], [0.809, -0.132, -5.000], [0.274, -1.028, -3.651], [2.027, 0.136, -2.708], [2.814, 0.377, -4.219], [4.349, -0.861, -3.077], [3.605, -2.145, -3.944], [4.635, -0.417, -0.752], [2.993, 0.012, -0.609], [2.178, -1.939, 2.682], [2.495, -3.628, 2.375], [3.501, -2.715, 3.470], [6.370, -3.501, 4.365], [6.632, -2.833, 5.553], [7.253, -3.492, 6.600], [7.606, -4.816, 6.442], [7.347, -5.500, 5.271], [6.725, -4.835, 4.228], [8.284, -5.512, 7.543], [8.479, -4.892, 8.564], [8.609, -6.664, 7.365], [5.882, -2.992, 3.545], [6.354, -1.795, 5.663], [7.456, -2.971, 7.523], [7.625, -6.536, 5.163], [6.519, -5.356, 3.304], [-5.195, 1.981, -1.191], [-3.920, 2.527, -1.143], [-2.836, 1.794, -1.594], [-3.049, 0.522, -2.092], [-4.311, -0.038, -2.139], [-5.389, 0.700, -1.684], [-1.906, -0.248, -2.592], [-0.809, 0.261, -2.521], [-2.123, -1.346, -3.051], [-6.040, 2.559, -0.842], [-3.772, 3.520, -0.758], [-1.844, 2.216, -1.558], [-4.462, -1.033, -2.525], [-6.380, 0.277, -1.715], [-1.503, 5.917, -5.946], [-1.844, 7.185, -5.499], [-2.642, 7.334, -4.379], [-3.085, 6.204, -3.720], [-2.761, 4.934, -4.155], [-1.964, 4.793, -5.277], [-3.913, 6.355, -2.518], [-4.202, 7.472, -2.164], [-4.255, 5.339, -1.949], [-0.874, 5.804, -6.819], [-1.485, 8.059, -6.023], [-2.908, 8.319, -4.030], [-3.119, 4.060, -3.631], [-1.700, 3.806, -5.627], [-4.619, 0.695, 5.198], [-5.904, 0.182, 5.297], [-6.574, -0.235, 4.161], [-5.941, -0.134, 2.938], [-4.665, 0.380, 2.819], [-4.002, 0.797, 3.960], [-6.637, -0.594, 1.731], [-7.761, -1.020, 1.853], [-6.036, -0.518, 0.680], [-4.096, 1.015, 6.089], [-6.383, 0.104, 6.262], [-7.573, -0.634, 4.236], [-4.186, 0.457, 1.855], [-3.003, 1.200, 3.883]]}

***

(5)
{"formula": "C7H14N2", "method": "ωB97M-V with the def2-TZVPD basis set", "energy_ha": -384.62641, "homo_energy_ev": -8.6, "relative_energy_kj_mol": 14.4, "multiplicity": 1, "species": ["C", "C", "H", "H", "H", "H", "H", "H", "C", "C", "C", "C", "C", "N", "N", "H", "H", "H", "H", "H", "H", "H", "H"], "xyz": [[0.467, 2.310, -1.428], [1.104, 1.214, -2.284], [-0.170, 1.956, -0.624], [1.250, 2.909, -0.953], [-0.117, 3.014, -2.027], [1.321, 1.598, -3.280], [0.468, 0.333, -2.390], [2.058, 0.928, -1.850], [-1.353, -0.518, 1.899], [-0.857, 0.888, 2.307], [-0.497, -1.208, 0.899], [-0.894, -2.030, -0.117], [1.293, -2.061, 0.084], [0.874, -1.236, 1.008], [0.259, -2.592, -0.608], [-1.487, -1.092, 2.817], [-2.352, -0.401, 1.472], [-1.708, 1.536, 2.509], [-1.874, -2.279, -0.493], [2.324, -2.249, -0.170], [0.385, -3.161, -1.428], [-0.292, 1.314, 1.482], [-0.205, 0.826, 3.178]]}